The following is a DFT calculation (the ωB97M-V functional and the def2-TZVPD basis) of a cluster of 3 separate species, C36H56Br2IN3O10P2 in total at a distorted geometry.

Its frontier orbital gap is 7.4193 eV. Its SMILES is CC[C@H](Br)c1c(C[C@H](C)I)c(CC(=O)Br)c(P(=N)(O)O)c2c1C(=O)c1c(C)cc(P(C)O)cc1C2=O.COCCNCCOC.COCCNCCOC. For the max |F|, the calculation gives 1.15 eV/Å. As for the HOMO energy: -0.315 Ha. The calculation puts the total energy at -229948.573 eV.

Positions of all 110 atoms, in Å:
C1 2.5911 4.6599 2.2303
C2 1.2820 4.3551 2.9540
C3 0.0934 4.3724 1.9815
Br1 -1.5591 4.9367 2.8684
C4 -0.0859 3.0946 1.2027
C5 -0.4526 1.8828 1.8012
C6 -0.8018 1.8140 3.2730
C7 -2.2352 1.3893 3.6436
C8 -3.3704 1.9484 2.7939
I1 -2.5317 1.9809 5.7137
C9 -0.4550 0.7052 1.0478
C10 -0.7967 -0.5867 1.7344
C11 -2.2183 -1.0937 1.5803
O1 -2.6791 -1.9608 2.2425
Br2 -3.3370 -0.2280 0.2372
C12 -0.1068 0.6937 -0.3143
P1 0.0815 -0.8469 -1.3009
N1 1.5876 -1.2025 -1.3745
O2 -0.7337 -0.5397 -2.6322
O3 -0.8713 -2.0275 -0.7523
C13 0.1659 1.9172 -0.9244
C14 0.1642 3.1050 -0.1801
C15 0.4665 4.3697 -0.9454
O4 1.1219 5.2818 -0.4890
C16 -0.0634 4.4237 -2.3327
C17 -0.5492 5.5978 -2.9249
C18 -0.6552 6.9039 -2.1907
C19 -0.9586 5.5115 -4.2520
C20 -0.8870 4.3280 -4.9923
P2 -1.4300 4.4343 -6.7344
C21 -3.1308 3.7879 -6.5459
O5 -0.6892 3.1298 -7.4037
C22 -0.3971 3.1796 -4.3840
C23 -0.0073 3.2362 -3.0572
C24 0.5151 2.0305 -2.3734
O6 1.1758 1.2003 -2.9480
H1 3.4221 4.6524 2.9292
H2 2.5429 5.6327 1.7439
H3 2.7756 3.9334 1.4372
H4 1.3809 3.3847 3.4242
H5 1.1055 5.1250 3.7004
H6 0.2710 5.1791 1.2947
H7 -0.1261 1.0847 3.7261
H8 -0.5849 2.7462 3.7653
H9 -2.3002 0.3111 3.7276
H10 -4.1759 1.2183 2.7357
H11 -3.7880 2.8489 3.2306
H12 -3.0342 2.1891 1.7871
H13 -0.1432 -1.3712 1.3719
H14 -0.6166 -0.5393 2.8014
H15 1.7582 -2.1559 -1.0692
H16 -1.6581 -0.8138 -2.5584
H17 -0.3871 -2.6608 -0.2120
H18 -1.4047 6.8249 -1.4023
H19 -0.9959 7.6805 -2.8697
H20 0.2890 7.1859 -1.7424
H21 -1.3261 6.4055 -4.7407
H22 -3.7744 4.6246 -6.2797
H23 -3.4298 3.4498 -7.5372
H24 -3.2491 2.9700 -5.8377
H25 -0.7145 2.3322 -6.8631
H26 -0.3166 2.2411 -4.9151
C25 -4.7663 -4.3731 0.4710
O7 -4.4315 -4.4175 -0.9034
C26 -3.0490 -4.5451 -1.1936
C27 -2.6301 -5.9525 -1.5595
N2 -2.6525 -6.8519 -0.4164
C28 -2.5825 -8.2824 -0.7067
C29 -3.5262 -8.9112 -1.7264
O8 -4.8674 -9.0656 -1.3112
C30 -5.6323 -7.8790 -1.2705
H27 -5.7585 -3.9303 0.5500
H28 -4.8090 -5.3632 0.9407
H29 -4.0630 -3.7512 1.0297
H30 -2.4527 -4.1604 -0.3592
H31 -2.8547 -3.9067 -2.0595
H32 -1.6063 -5.9060 -1.9485
H33 -3.2757 -6.2830 -2.3826
H34 -3.4622 -6.6626 0.1563
H35 -2.7263 -8.8095 0.2389
H36 -1.5611 -8.5058 -1.0361
H37 -3.1661 -9.9289 -1.8909
H38 -3.4866 -8.4032 -2.6990
H39 -5.4402 -7.2427 -2.1393
H40 -5.4537 -7.3061 -0.3561
H41 -6.6808 -8.1737 -1.2812
C31 3.1562 0.7173 0.8677
O9 3.3092 -0.4065 1.7149
C32 4.1173 -1.4464 1.1848
C33 5.5033 -1.4813 1.7932
N3 6.3259 -0.3626 1.3617
C34 7.5398 -0.1073 2.1315
C35 7.4800 0.0079 3.6510
O10 6.9092 1.1982 4.1561
C36 5.5044 1.2918 4.0450
H42 2.3016 1.2838 1.2459
H43 4.0246 1.3887 0.8822
H44 2.9483 0.4138 -0.1593
H45 4.1605 -1.3770 0.0933
H46 3.6244 -2.3889 1.4432
H47 5.9859 -2.4137 1.4787
H48 5.3799 -1.5306 2.8830
H49 5.7704 0.4791 1.3179
H50 7.9719 0.8212 1.7516
H51 8.2571 -0.9032 1.8990
H52 8.5147 0.0245 4.0001
H53 7.0053 -0.8660 4.1161
H54 5.0144 0.3463 4.2951
H55 5.1902 1.6073 3.0458
H56 5.1778 2.0513 4.7550

The following is a DFT calculation (the ωB97M-V functional and the def2-TZVPD basis) of a structure of composition C9H13Br15O2S at a distorted geometry.

Its frontier orbital gap is 9.3901 eV. For the max |F|, the calculation gives 1.37 eV/Å. The value obtained for the relative energy (zero: lowest compared OMol25 entry of this formula, charge and spin) is 0.00 kcal/mol. As for the HOMO energy: -0.359 Ha. The calculation puts the total energy at -1075109.144 eV.

Positions of all 40 atoms, in Å:
C1 1.4980 3.8244 -2.2939
Br1 0.2672 2.4288 -2.8821
Br2 0.6237 5.5296 -2.4058
Br3 3.0638 3.6701 -3.3710
H1 1.6926 3.6287 -1.2475
C2 3.3577 -0.7348 -3.7042
Br4 1.5741 -1.3811 -3.3683
Br5 3.3874 0.6539 -5.0274
Br6 4.5396 -2.1691 -4.2243
H2 3.7449 -0.3740 -2.7622
C3 0.5621 4.2940 1.9358
Br7 1.6524 5.6369 1.1136
Br8 1.6581 2.7670 2.3668
Br9 -0.8954 3.7633 0.8229
H3 0.1860 4.7033 2.8616
C4 -5.9750 -2.4156 -1.0430
Br10 -6.7089 -2.5867 0.7291
Br11 -4.3802 -3.4375 -1.2783
Br12 -5.7081 -0.5502 -1.4692
H4 -6.7211 -2.7901 -1.7284
C5 3.2892 -2.2377 3.7151
Br13 2.4425 -3.8544 4.3629
Br14 5.1817 -2.2615 4.0378
Br15 2.4696 -0.7329 4.5998
H5 3.0855 -2.1858 2.6556
C6 -2.0484 -0.9228 -0.2066
C7 -0.7544 -0.1804 -0.5748
C8 0.0819 0.0161 0.6812
S1 -0.3712 -1.2758 1.8365
O1 -0.9353 -0.6502 2.9954
O2 0.7175 -2.2133 1.9683
C9 -1.6150 -2.0168 0.7758
H6 -2.4370 -1.4823 -1.0574
H7 -2.8650 -0.3227 0.1895
H8 -1.0163 0.7961 -0.9789
H9 -0.1948 -0.7183 -1.3409
H10 -0.0923 0.9858 1.1394
H11 1.1560 -0.0231 0.4982
H12 -2.4282 -2.3612 1.4120
H13 -1.0849 -2.8195 0.2669

The following is a DFT calculation (the ωB97M-V functional and the def2-TZVPD basis) of a cluster of 2 separate species, C4H9N4S in total at a distorted geometry.

Its frontier orbital gap is 9.6251 eV. Its net charge is +1. For the max |F|, the calculation gives 3.76 eV/Å. The value obtained for the relative energy (zero: lowest compared OMol25 entry of this formula, charge and spin) is 61.29 kcal/mol. As for the HOMO energy: -0.480 Ha. The calculation puts the total energy at -21081.100 eV.

Positions of all 18 atoms, in Å:
C1 -2.3571 0.8918 -0.7859
C2 -2.6761 -0.0445 0.2412
C3 -0.9903 0.8868 -0.7647
C4 1.5520 -0.4085 0.7300
N1 -1.5785 -0.5118 0.7562
N2 -0.5086 0.1166 0.2346
N3 2.1416 0.2979 -0.2020
N4 1.4919 -1.7143 0.6350
S1 2.1226 2.0530 -0.3064
H1 -2.9987 1.2012 -1.7131
H2 -3.6659 -0.2500 0.5185
H3 -0.2103 1.3764 -1.3192
H4 1.4288 0.0760 1.6452
H5 2.1641 -0.2418 -1.1081
H6 0.9597 -2.3490 1.3143
H7 1.5852 -2.1541 -0.2538
H8 -1.5011 -1.1386 1.5589
H9 3.0408 1.9129 -1.1809